Entry 1:
Density functional theory data (wB97M-V/def2-TZVPD) for a molecular structure, C40H53Cl2N12O5P2SV.

```
116
Properties=species:S:1:pos:R:3:forces:R:3
V 1.0871 -0.5426 0.2234 -0.07 -0.05 0.21
N -0.2181 -0.9947 4.3151 -0.20 -0.24 0.02
C 0.3261 -0.4651 3.2227 0.87 0.37 0.12
N 0.8393 -1.1639 2.2612 0.20 -0.68 -0.33
C 0.8168 -2.5783 2.3224 -0.36 0.17 0.04
N 1.2594 -3.3343 1.3789 0.62 0.27 -0.27
N 1.8137 -2.5431 0.3819 -0.28 0.03 0.01
C 2.8980 -2.8659 -0.2064 0.60 0.76 -0.48
C 3.5791 -1.6980 -0.8216 0.11 1.58 1.23
C 4.7610 -1.7856 -1.5364 -0.21 -0.12 0.43
C 5.5403 -0.6531 -1.7548 -0.06 -0.31 -0.26
C 5.0644 0.5778 -1.3380 0.57 -0.82 -0.41
C 3.8997 0.6113 -0.6315 -1.23 -0.44 0.75
N 3.1649 -0.4742 -0.3001 0.83 -0.51 -1.32
C 0.2243 -3.2003 3.4917 0.07 -0.39 -0.61
C 0.1108 -4.5927 3.5962 0.40 0.57 0.25
C -0.5923 -5.1173 4.6549 0.22 -1.04 -0.64
C -1.1423 -4.2920 5.6130 -0.34 0.71 0.26
C -0.9646 -2.9139 5.5636 -0.03 -0.83 -0.74
C -0.3113 -2.3810 4.4521 -0.54 0.13 1.09
H -0.7054 -0.4094 4.9752 0.21 0.07 0.04
H 0.4711 0.6194 3.2212 -0.45 -0.25 -0.31
H 3.4917 -3.7831 -0.1359 -0.63 -0.04 0.25
H 5.0368 -2.7881 -1.7965 0.50 -0.18 -0.45
H 6.5139 -0.7158 -2.2280 -0.16 -0.15 -0.11
H 5.5915 1.4846 -1.5473 0.21 0.28 0.07
H 3.5603 1.5624 -0.2632 -0.30 0.10 0.18
H 0.6585 -5.1638 2.8608 -0.32 -0.28 -0.05
H -0.7472 -6.1979 4.7386 0.16 0.42 -0.05
H -1.7608 -4.7830 6.3423 -0.01 0.27 0.55
H -1.3700 -2.2361 6.2779 -0.34 0.20 0.62
C -5.1256 2.2675 -0.7591 -0.62 -0.37 -0.98
N -5.1301 0.9973 -0.0466 0.53 -0.03 0.34
C -6.1604 0.0109 -0.3342 0.57 -0.22 0.23
P -3.8681 0.6977 0.9529 0.51 -0.34 -0.80
O -2.7395 1.6414 0.8091 -0.61 -0.64 0.23
O -3.4612 -0.8871 0.6131 0.03 0.90 0.14
P -2.2478 -1.6489 -0.0657 -0.56 -1.01 -0.10
O -0.9533 -0.9646 -0.0268 0.60 0.33 0.06
N -2.2738 -3.0658 0.8088 -0.72 0.91 0.44
C -3.4808 -3.4751 1.5624 0.60 -1.15 -0.75
C -1.5630 -4.1610 0.1922 0.03 -0.04 -1.57
N -2.6719 -2.0054 -1.6067 0.78 0.31 -0.18
C -3.8989 -2.7214 -1.8198 -1.49 1.11 -0.09
C -1.7395 -1.8347 -2.7502 -0.86 1.15 -0.52
N -4.4937 0.4269 2.4578 0.67 0.15 0.97
C -3.4508 0.1897 3.5093 -1.25 -0.22 0.43
C -5.5440 1.3356 2.9386 0.26 -0.31 0.96
H -5.9524 2.8957 -0.3999 0.33 0.10 -0.06
H -5.3056 2.0636 -1.8393 0.20 0.25 0.57
H -4.1476 2.7313 -0.6385 -0.27 0.18 0.00
H -7.1122 0.4810 -0.5099 -0.31 0.33 -0.32
H -6.2960 -0.5996 0.5436 -0.06 -0.39 0.36
H -5.8836 -0.6623 -1.1572 -0.15 0.33 -0.03
H -4.0041 -2.6080 1.9463 -0.06 -0.14 0.11
H -3.1462 -4.1568 2.3571 -0.15 0.38 0.10
H -4.1370 -4.1071 0.9095 0.19 0.63 0.42
H -0.6299 -3.8469 -0.3275 -0.55 -0.08 0.67
H -2.1710 -4.6565 -0.5900 0.00 0.14 0.21
H -1.3628 -4.9053 0.9278 0.50 -0.52 0.62
H -4.5501 -2.7095 -0.9263 0.55 -0.13 -0.20
H -3.7917 -3.7253 -2.1639 0.34 -0.87 -0.16
H -4.5072 -2.1844 -2.5682 0.20 -0.20 0.00
H -1.3444 -0.8086 -2.7490 -0.20 -0.12 0.10
H -2.3261 -1.9245 -3.7255 0.89 -0.32 1.34
H -0.8476 -2.4498 -2.6779 -0.18 -0.59 -0.31
H -2.5417 -0.2368 3.0945 -0.14 -0.25 -0.16
H -3.9077 -0.4852 4.2879 0.62 0.51 -0.75
H -3.1671 1.1286 4.0054 -0.11 -0.05 -0.17
H -6.4272 1.2530 2.3488 -0.51 0.07 -0.79
H -5.2183 2.3826 2.9982 -0.06 -0.17 0.05
H -5.8773 0.9897 3.9375 0.45 0.25 -0.35
C 1.5049 -2.7713 -7.0108 0.29 1.56 -0.19
N 1.3460 -1.6554 -6.0932 -1.10 0.04 1.62
C 1.1243 -0.2786 -6.5026 0.15 0.63 -0.39
C 0.8316 0.4994 -5.1888 -0.15 -2.82 0.04
N 1.3837 -0.4821 -4.2152 -0.19 0.61 -0.21
C 1.4992 -1.7320 -4.7242 0.50 0.43 -1.28
S 1.9036 -3.1434 -3.9347 -0.10 0.02 0.39
H 2.4406 -3.2583 -6.8012 0.25 -0.47 0.02
H 1.5407 -2.3160 -8.0005 0.12 -0.18 -0.12
H 0.6759 -3.4423 -6.9954 -0.51 -0.62 0.24
H 0.3556 -0.0824 -7.2534 -0.35 -0.62 0.19
H 2.0312 0.0334 -7.0083 0.47 0.56 0.12
H -0.2624 0.5752 -5.0074 0.63 0.39 -0.22
H 1.3600 1.4176 -5.1478 0.18 0.93 0.12
H 1.5197 -0.2127 -3.2458 -0.27 -0.42 -0.10
Cl 3.7055 2.3414 3.0053 -0.08 -0.88 -0.24
C 3.3999 4.0186 3.1034 -0.38 0.61 -1.22
C 3.9906 4.7158 4.1107 0.61 0.94 0.87
C 3.8065 6.0896 4.2299 0.10 -0.63 -0.65
C 3.0536 6.7386 3.2831 -0.79 0.87 -0.07
C 2.4834 6.0642 2.2180 0.48 -1.44 0.75
Cl 1.4461 6.9042 1.1706 -0.29 0.28 -0.62
C 2.6679 4.6695 2.0906 -0.42 0.29 0.30
N 2.0666 3.9942 1.0146 0.31 0.03 -0.83
C 2.7658 3.9063 -0.2199 -0.21 -0.07 0.84
C 4.1281 4.1630 -0.2472 -0.09 -0.14 -1.74
C 4.8091 4.0768 -1.4604 -0.14 0.03 0.53
C 4.1856 3.6779 -2.6305 -0.48 -0.10 0.62
C 2.8345 3.3488 -2.5840 -0.05 0.32 0.49
C 2.1115 3.4871 -1.3861 -0.04 -0.20 -0.53
C 0.6603 3.0550 -1.2857 -0.49 1.38 -0.57
C 0.6493 1.6779 -0.7485 -0.03 -1.42 -0.22
O 0.8761 0.6762 -1.5193 -0.20 0.80 0.20
O 0.5302 1.4677 0.4934 0.39 0.28 0.04
H 4.6761 4.2234 4.7734 -0.02 -0.29 0.32
H 4.2978 6.6405 4.9994 0.13 0.22 0.49
H 2.7643 7.7813 3.3797 0.43 -0.02 0.07
H 1.4650 3.2103 1.2082 -0.13 -0.21 0.22
H 4.6909 4.3737 0.6213 0.28 0.36 0.89
H 5.8585 4.2916 -1.4274 0.45 0.07 -0.24
H 4.7482 3.5628 -3.5296 0.23 0.04 -0.51
H 2.3474 3.0117 -3.4971 -0.11 0.01 0.28
H 0.1701 3.0846 -2.2768 0.33 -0.11 0.43
H 0.1171 3.7519 -0.6125 0.26 -0.54 -0.30
```
Positions in Å, forces in eV/Å.

Calculated values
Spin multiplicity ... 4
<S²> ... 3.764
Energy above the lowest of the compared OMol25 structures with the same formula, charge and spin ... 0.199 eV
Max |F| ... 0.0550 Eh/bohr
Orbital gap (alpha / beta) ... 6.545 / 7.083 eV
Net charge ... +1

Here are the Löwdin charges for atoms 1 to 99, given in e: V 0.834; N 0.135; C -0.115; N 0.067; C -0.263; N 0.114; N -0.074; C -0.039; C -0.227; C -0.014; C -0.020; C -0.032; C -0.088; N 0.042; C -0.098; C -0.003; C -0.070; C -0.057; C 0.011; C -0.179; H 0.158; H 0.156; H 0.143; H 0.114; H 0.118; H 0.097; H 0.094; H 0.117; H 0.120; H 0.111; H 0.109; C -0.087; N -0.307; C -0.082; P 0.500; O -0.247; O -0.275; P 0.478; O -0.275; N -0.274; C -0.077; C -0.113; N -0.281; C -0.120; C -0.060; N -0.291; C -0.100; C -0.097; H 0.088; H 0.097; H 0.069; H 0.087; H 0.075; H 0.074; H 0.066; H 0.083; H 0.093; H 0.086; H 0.089; H 0.069; H 0.074; H 0.076; H 0.090; H 0.068; H 0.116; H 0.047; H 0.048; H 0.102; H 0.088; H 0.062; H 0.096; H 0.097; C -0.061; N -0.172; C -0.132; C -0.100; N 0.025; C -0.853; S 0.588; H 0.068; H 0.090; H 0.077; H 0.120; H 0.117; H 0.122; H 0.089; H 0.091; Cl 0.740; C -0.626; C -0.117; C -0.061; C -0.109; C -0.615; Cl 0.755; C -0.305; N 0.059; C -0.220; C -0.016; C -0.087


Entry 2:
Density functional theory data (wB97M-V/def2-TZVPD) for 2 unconnected molecules or ions with the total composition C2H2FOP.

```
7
Properties=species:S:1:pos:R:3:forces:R:3
C -0.8232 0.2803 -1.3648 0.66 0.26 1.50
C -0.5809 1.0510 -0.3155 3.23 1.59 -2.27
O -0.9005 -0.4557 -2.2492 -0.39 0.04 -0.47
F 0.9247 -2.3597 2.1719 0.77 0.74 -0.40
P 2.0451 -1.3128 1.5979 -0.78 -0.73 0.39
H 0.3959 1.7495 -0.4496 -2.60 -1.76 0.27
H -1.0611 1.0473 0.6093 -0.89 -0.14 0.99
```
Positions in Å, forces in eV/Å.

Calculated values
Energy above the lowest of the compared OMol25 structures with the same formula, charge and spin ... 2.363 eV
Max |F| ... 0.0827 Eh/bohr
Orbital gap (alpha / beta) ... 7.360 / 7.269 eV

What are the Löwdin partial charges on each atom? They are as follows, in elementary charge units: C -0.298; C -0.035; O 0.170; F -0.591; P 0.616; H 0.121; H 0.018